# 1
Formula: C30H28CdN2O4P2S3
Source: the Open Molecules 2025 dataset
Level of theory: ωB97M-V/def2-TZVPD

Each line ends with the natural charge from an NBO analysis.
Element x y z (Å)
Cd (0.088, -0.023, -0.299)  1.68
S (-2.680, 2.172, 0.068)  -0.74
P (-1.551, 1.979, 1.729)  1.45
C (-0.390, 0.768, 1.781)  -1.76
P (1.210, 0.981, 2.272)  1.40
S (2.583, 1.476, 0.895)  -0.74
C (1.419, 2.079, 3.737)  -0.36
C (0.713, 1.767, 4.900)  -0.21
C (0.824, 2.554, 6.033)  -0.18
C (1.650, 3.673, 6.017)  -0.25
C (2.360, 3.986, 4.869)  -0.21
C (2.249, 3.189, 3.735)  -0.20
C (1.754, -0.622, 2.992)  -0.39
C (2.967, -0.714, 3.673)  -0.13
C (3.393, -1.923, 4.191)  -0.25
C (2.621, -3.068, 4.010)  -0.23
C (1.428, -2.988, 3.313)  -0.20
C (0.988, -1.766, 2.815)  -0.19
C (-0.853, 3.641, 2.131)  -0.36
C (-1.219, 4.407, 3.233)  -0.21
C (-0.640, 5.651, 3.462)  -0.22
C (0.322, 6.141, 2.594)  -0.25
C (0.717, 5.370, 1.506)  -0.17
C (0.136, 4.135, 1.278)  -0.22
C (-2.772, 1.732, 3.092)  -0.38
C (-3.900, 2.543, 3.219)  -0.12
C (-4.803, 2.343, 4.249)  -0.26
C (-4.603, 1.310, 5.159)  -0.23
C (-3.503, 0.480, 5.022)  -0.21
C (-2.593, 0.691, 3.991)  -0.20
H (0.073, 0.895, 4.912)  0.22
H (0.266, 2.298, 6.925)  0.19
H (1.738, 4.299, 6.898)  0.19
H (3.000, 4.860, 4.848)  0.20
H (2.800, 3.420, 2.831)  0.25
H (3.585, 0.171, 3.784)  0.21
H (4.338, -1.981, 4.720)  0.19
H (2.964, -4.021, 4.396)  0.19
H (0.840, -3.878, 3.130)  0.21
H (0.066, -1.707, 2.249)  0.27
H (-1.950, 4.030, 3.936)  0.22
H (-0.935, 6.225, 4.332)  0.20
H (0.778, 7.107, 2.777)  0.19
H (1.497, 5.721, 0.842)  0.20
H (0.488, 3.524, 0.455)  0.25
H (-4.062, 3.326, 2.487)  0.22
H (-5.673, 2.984, 4.335)  0.20
H (-5.315, 1.144, 5.959)  0.19
H (-3.352, -0.345, 5.708)  0.20
H (-1.749, 0.030, 3.837)  0.25
O (-0.713, -2.978, -2.611)  -1.05
S (0.229, -2.558, -1.583)  2.56
O (1.308, -3.508, -1.346)  -1.04
O (0.831, -1.186, -1.981)  -1.18
O (-0.491, -2.231, -0.290)  -1.15
C (-0.317, 5.437, -2.527)  -0.64
C (0.339, 4.099, -2.466)  0.15
C (1.577, 3.661, -2.891)  -0.37
C (1.634, 2.296, -2.528)  0.18
N (0.510, 1.941, -1.928)  -0.32
N (-0.265, 3.038, -1.910)  -0.37
C (2.722, 1.295, -2.717)  -0.66
H (0.333, 6.144, -3.041)  0.21
H (-0.525, 5.823, -1.527)  0.23
H (-1.266, 5.392, -3.065)  0.22
H (2.332, 4.243, -3.391)  0.21
H (-1.144, 2.978, -1.392)  0.44
H (3.108, 1.327, -3.740)  0.20
H (2.341, 0.293, -2.515)  0.29
H (3.550, 1.485, -2.032)  0.22

Orbital gap in eV: 6.43
Energy in Eh: -3615.65438
Energy above the lowest of the compared OMol25 structures with the same formula, charge and spin in kcal per mole: 2.6
Total charge: -2
Highest occupied orbital energy in eV: -2.18

---

# 2
Formula: C30H28CdN2Si
Source: the Open Molecules 2025 dataset
Level of theory: ωB97M-V/def2-TZVPD

Each line ends with the natural charge from an NBO analysis.
Element x y z (Å)
C (1.347, -1.089, -0.569)  -0.35
C (2.229, -0.007, -0.870)  -0.33
C (2.183, 0.916, 0.191)  -0.30
H (2.814, 0.117, -1.782)  0.20
C (1.260, 0.406, 1.178)  -0.55
C (0.775, -0.852, 0.687)  -0.37
H (0.139, -1.528, 1.242)  0.21
H (1.182, -1.949, -1.218)  0.20
H (2.783, 1.833, 0.259)  0.21
H (1.220, 0.732, 2.216)  0.22
Cd (-0.892, 1.256, 0.626)  0.88
C (-1.547, 2.460, -2.402)  -0.85
H (-1.629, 2.472, -1.316)  0.18
H (-2.530, 2.597, -2.868)  0.25
H (-0.925, 3.318, -2.705)  0.25
Si (0.285, 1.574, -3.547)  1.22
C (-0.005, 0.173, -4.729)  -0.49
C (0.823, -0.959, -4.558)  -0.20
H (1.653, -0.917, -3.849)  0.24
C (0.549, -2.128, -5.261)  -0.15
H (1.223, -2.979, -5.180)  0.22
C (-0.598, -2.186, -6.064)  -0.21
H (-0.866, -3.117, -6.551)  0.22
C (-1.424, -1.068, -6.248)  -0.21
H (-2.284, -1.107, -6.912)  0.22
C (-1.138, 0.123, -5.574)  -0.20
H (-1.772, 1.018, -5.660)  0.22
C (1.663, 2.848, -3.386)  -0.46
C (2.737, 2.625, -4.280)  -0.16
H (2.554, 2.094, -5.220)  0.21
C (4.027, 3.031, -3.940)  -0.23
H (4.868, 2.769, -4.581)  0.22
C (4.254, 3.745, -2.763)  -0.20
H (5.271, 4.020, -2.476)  0.22
C (3.169, 4.130, -1.974)  -0.20
H (3.336, 4.746, -1.094)  0.22
C (1.876, 3.709, -2.286)  -0.20
H (1.038, 4.022, -1.662)  0.22
H (0.794, 0.809, -2.389)  -0.11
H (-1.176, 1.377, -2.884)  0.16
C (-3.965, -1.051, -1.885)  -0.25
C (-2.746, -0.520, -1.477)  0.03
N (-2.549, -0.081, -0.223)  -0.62
C (-3.439, -0.418, 0.752)  0.23
C (-4.684, -1.026, 0.424)  -0.09
C (-4.944, -1.277, -0.932)  -0.18
C (-5.579, -1.346, 1.490)  -0.19
C (-5.224, -1.170, 2.804)  -0.17
C (-3.947, -0.646, 3.179)  -0.08
C (-3.502, -0.538, 4.508)  -0.15
C (-2.218, -0.078, 4.766)  -0.27
C (-1.421, 0.365, 3.708)  0.07
N (-1.886, 0.386, 2.444)  -0.59
C (-3.078, -0.206, 2.142)  0.13
H (-4.128, -1.278, -2.930)  0.22
H (-1.922, -0.419, -2.175)  0.19
H (-5.912, -1.683, -1.200)  0.21
H (-6.555, -1.750, 1.226)  0.22
H (-5.912, -1.437, 3.599)  0.21
H (-4.167, -0.840, 5.322)  0.22
H (-1.822, -0.035, 5.778)  0.23
H (-0.401, 0.720, 3.867)  0.21

Orbital gap (spin up / spin down) in eV: 3.56 / 3.54
Energy in Eh: -1726.47065
Energy above the lowest of the compared OMol25 structures with the same formula, charge and spin in kcal per mole: 89.9
Total charge: 0
Highest occupied orbital energy (spin up / spin down) in eV: -4.16 / -4.15

---

# 3
Formula: C30H28Cl2N8OSV
Source: the Open Molecules 2025 dataset
Level of theory: ωB97M-V/def2-TZVPD

Each line ends with the natural charge from an NBO analysis.
Element x y z (Å)
V (1.091, -1.817, 1.830)  0.95
C (5.488, -2.556, 2.305)  0.04
C (4.139, -2.502, 2.658)  0.03
N (3.292, -1.702, 2.020)  -0.48
C (3.795, -0.937, 1.028)  0.12
C (5.134, -1.038, 0.667)  0.05
N (5.971, -1.849, 1.299)  -0.31
C (2.890, 0.115, 0.525)  0.19
C (3.288, 1.306, -0.060)  -0.19
C (2.363, 2.348, -0.156)  0.06
C (1.134, 2.220, 0.505)  -0.16
C (0.809, 1.003, 1.076)  0.17
N (1.636, -0.041, 0.955)  -0.55
C (-0.255, 0.773, 2.073)  0.12
C (-1.275, 1.678, 2.337)  0.04
N (-2.125, 1.509, 3.342)  -0.32
C (-1.950, 0.448, 4.112)  0.04
C (-0.938, -0.479, 3.863)  0.04
N (-0.099, -0.325, 2.849)  -0.47
C (2.701, 3.605, -0.846)  0.01
C (1.739, 4.252, -1.620)  -0.26
C (2.095, 5.424, -2.272)  0.06
N (3.299, 5.966, -2.182)  -0.37
C (4.212, 5.356, -1.441)  0.06
C (3.970, 4.172, -0.760)  -0.26
H (6.173, -3.194, 2.850)  0.24
H (3.744, -3.113, 3.459)  0.22
H (5.538, -0.457, -0.153)  0.23
H (4.294, 1.447, -0.429)  0.25
H (0.493, 3.084, 0.607)  0.25
H (-1.413, 2.558, 1.721)  0.22
H (-2.625, 0.313, 4.947)  0.23
H (-0.822, -1.357, 4.486)  0.22
H (0.746, 3.839, -1.749)  0.22
H (1.376, 5.946, -2.894)  0.21
H (5.184, 5.833, -1.382)  0.21
H (4.752, 3.734, -0.154)  0.22
Cl (1.824, -3.834, 0.251)  0.10
C (1.135, -4.947, 1.454)  -0.36
Cl (0.880, -4.116, 3.024)  0.09
H (1.848, -5.745, 1.621)  0.26
H (0.167, -5.280, 1.099)  0.27
C (-3.407, -4.580, -1.463)  -0.61
C (-4.462, -3.486, -1.373)  -0.41
C (-4.076, -2.365, -0.415)  -0.22
N (-2.907, -1.626, -0.899)  -0.53
C (-1.706, -1.609, -0.367)  0.39
S (-1.290, -2.554, 0.998)  -0.25
N (-0.746, -0.801, -0.910)  -0.66
C (-0.740, 0.293, -1.800)  0.69
O (0.322, 0.563, -2.309)  -0.54
C (-1.970, 1.090, -1.986)  -0.24
C (-2.835, 1.362, -0.923)  -0.21
C (-3.924, 2.194, -1.120)  -0.20
C (-4.159, 2.739, -2.376)  -0.16
C (-3.300, 2.471, -3.433)  -0.21
C (-2.194, 1.660, -3.239)  -0.09
H (-3.732, -5.374, -2.133)  0.24
H (-3.219, -5.022, -0.483)  0.21
H (-2.460, -4.193, -1.847)  0.20
H (-5.410, -3.900, -1.027)  0.23
H (-4.662, -3.064, -2.361)  0.21
H (-3.834, -2.752, 0.572)  0.23
H (-4.886, -1.642, -0.309)  0.22
H (-3.058, -1.053, -1.721)  0.43
H (0.199, -1.096, -0.718)  0.42
H (-2.650, 0.939, 0.058)  0.21
H (-4.587, 2.423, -0.297)  0.23
H (-5.016, 3.381, -2.530)  0.24
H (-3.488, 2.901, -4.407)  0.24
H (-1.503, 1.462, -4.047)  0.24

Orbital gap (spin up / spin down) in eV: 7.54 / 7.14
Energy in Eh: -3935.47034
Multiplicity: 4
⟨S²⟩: 3.76
Total charge: +2
Highest occupied orbital energy (spin up / spin down) in eV: -13.99 / -13.99

---

# 4
Formula: C30H28Cl4CsN7O4
Source: the Open Molecules 2025 dataset
Level of theory: ωB97M-V/def2-TZVPD

Each line ends with the Löwdin charge.
Element x y z (Å)
Cs (1.424, -1.378, 0.361)  1.73
C (-2.833, -1.195, -1.860)  -0.23
C (-3.191, -0.862, -0.403)  -0.21
N (-2.779, 0.441, 0.105)  -0.05
C (-3.297, 1.626, -0.557)  -0.17
C (-2.594, 2.037, -1.841)  -0.28
C (-3.258, 2.686, -2.881)  -0.05
C (-2.530, 3.039, -4.007)  -0.09
C (-1.187, 2.695, -4.077)  -0.04
C (-0.610, 2.031, -2.996)  -0.27
C (0.830, 1.546, -3.016)  -0.16
N (0.957, 0.196, -2.519)  -0.07
C (0.562, -0.855, -3.441)  -0.20
C (-0.959, -1.069, -3.440)  -0.21
N (-1.418, -1.077, -2.074)  -0.07
N (-1.303, 1.758, -1.899)  0.17
H (-3.328, -0.468, -2.515)  0.11
H (-3.248, -2.188, -2.121)  0.11
H (-2.732, -1.612, 0.248)  0.11
H (-4.279, -0.947, -0.286)  0.10
H (-1.766, 0.505, 0.110)  0.08
H (-3.173, 2.462, 0.142)  0.11
H (-4.369, 1.502, -0.738)  0.11
H (-4.316, 2.912, -2.812)  0.10
H (-3.008, 3.546, -4.837)  0.09
H (-0.608, 2.906, -4.968)  0.10
H (1.413, 2.210, -2.371)  0.13
H (1.216, 1.656, -4.046)  0.11
H (1.868, 0.009, -2.116)  0.06
H (1.023, -1.778, -3.091)  0.09
H (0.903, -0.663, -4.475)  0.11
H (-1.187, -2.001, -3.987)  0.11
H (-1.473, -0.256, -3.967)  0.10
H (-0.866, -1.733, -1.531)  0.09
O (1.774, -0.818, 6.122)  0.01
C (1.756, -1.991, 5.486)  -0.30
C (2.274, -3.115, 6.137)  -0.04
C (2.308, -4.345, 5.508)  -0.11
C (1.816, -4.485, 4.216)  -0.11
C (1.277, -3.382, 3.575)  -0.04
C (1.231, -2.132, 4.185)  -0.07
C (0.626, -0.989, 3.418)  -0.51
O (0.024, -1.223, 2.357)  -0.38
N (0.825, 0.195, 4.039)  0.00
N (0.586, 1.403, 3.504)  0.04
C (0.242, 1.617, 2.283)  -0.12
C (0.193, 2.987, 1.789)  -0.25
C (0.590, 4.088, 2.567)  -0.03
C (0.588, 5.344, 2.002)  -0.10
C (0.168, 5.500, 0.683)  -0.10
C (-0.250, 4.365, 0.007)  -0.16
N (-0.239, 3.149, 0.533)  0.12
H (1.429, -0.157, 5.404)  0.05
H (2.664, -2.988, 7.140)  0.10
H (2.726, -5.200, 6.027)  0.09
H (1.851, -5.443, 3.712)  0.09
H (0.868, -3.475, 2.577)  0.09
H (0.022, 0.844, 1.554)  0.05
H (0.899, 3.915, 3.588)  0.10
H (0.917, 6.205, 2.574)  0.09
H (0.173, 6.467, 0.197)  0.09
H (-0.621, 4.432, -1.014)  0.10
Cl (7.388, -4.158, -1.654)  0.57
C (5.696, -3.752, -1.685)  -0.74
C (4.787, -4.625, -2.241)  -0.75
Cl (5.319, -6.113, -2.971)  0.57
C (3.422, -4.297, -2.207)  -0.62
Cl (2.250, -5.403, -2.870)  0.61
C (2.918, -3.130, -1.612)  -0.50
O (1.661, -2.900, -1.477)  -0.49
C (3.894, -2.137, -1.145)  -0.51
O (3.493, -0.988, -0.741)  -0.48
C (5.241, -2.535, -1.152)  -0.62
Cl (6.397, -1.404, -0.497)  0.61

Orbital gap in eV: 4.90
Energy in Eh: -3705.18878
Total charge: -2
Highest occupied orbital energy in eV: -1.11

---

- Among the records above, which one has the highest total charge?
  C30H28Cl2N8OSV

---

- total charge of number 3 (C30H28Cl2N8OSV)?
  +2

---

- Number 4 is which compound?
  C30H28Cl4CsN7O4

---

- What is the energy in the fourth record?
  -3705.18878 Eh